Molecular formula: C3H49KO22
Method: DFT, ωB97M-V/def2-TZVPD

The geometry in XYZ format:
```
75
Properties=species:S:1:pos:R:3
H -2.078 -2.056 2.113
H -0.294 2.191 -1.788
H -2.552 -1.485 -0.255
H -1.143 -3.509 -1.857
H 3.482 2.745 2.442
H -5.663 1.060 -0.065
H -1.936 -2.330 3.588
O -1.943 -2.785 2.740
O 2.436 0.472 1.686
H 0.889 2.667 -2.682
O -3.840 1.879 -2.641
H 3.576 -0.001 -1.269
O 2.152 2.584 0.264
H 3.737 1.808 3.871
H -1.220 -0.217 -5.182
O 0.724 -2.094 -3.029
H 4.363 0.793 1.113
C 3.835 0.652 2.037
H 0.173 -3.214 0.750
H 2.000 3.538 0.325
O 3.312 -3.529 -0.090
O -2.003 -3.521 -2.310
H -3.207 -1.987 -4.599
H 3.241 -2.592 -0.335
O -2.028 3.727 1.669
H -2.842 0.468 2.344
H -1.948 -2.682 -4.173
H -2.173 -1.659 -2.457
O 0.100 -3.176 -0.220
O -2.358 -2.333 -4.996
H -3.459 -0.443 0.648
O 0.464 3.487 2.944
H 0.900 2.695 3.242
H 4.218 -1.458 2.263
H 0.569 2.355 0.215
H -0.542 0.993 -4.435
O -4.717 1.186 -0.028
H -4.407 1.438 -0.940
O -2.664 -1.058 0.589
H -2.668 3.071 2.077
H -3.338 1.059 -2.746
H -1.065 2.740 0.560
H 4.951 2.066 -0.858
H -1.349 3.737 2.366
O -0.438 0.056 3.662
O -0.414 2.195 0.026
H 5.486 -0.308 2.902
H 4.012 -0.514 3.812
O -3.828 -4.237 -0.107
H 3.079 -0.561 0.093
H 1.610 -1.854 -2.779
H -3.274 2.682 -2.427
O 3.002 -0.660 -0.886
C 4.404 -0.507 2.796
H -2.657 -3.973 -1.803
H -1.428 -0.327 -3.009
O 0.004 2.319 -2.717
H 3.408 2.060 -0.697
O 4.126 1.795 -1.302
K -0.140 -0.388 -0.442
H 0.537 -1.472 -3.758
H -4.620 -4.010 0.384
H -3.202 -4.659 0.545
H -0.873 0.879 3.476
O -0.637 0.046 -4.428
H -3.853 1.495 1.908
H 2.239 1.320 1.070
H 0.426 3.328 1.996
O -3.294 1.234 2.679
H 0.359 0.138 3.194
O -2.093 -0.711 -2.359
H 1.036 -3.099 -0.508
H 5.098 2.238 2.767
H 4.217 -3.707 0.194
C 4.025 1.916 2.827
```

Summary:
LUMO energy = -0.006 Ha
highest occupied orbital energy = -9.9 eV
strongest force on any atom = 2.4 eV Å⁻¹
orbital gap = 9.69 eV